The following is a quantum chemistry calculation of a structure of composition C29H36IN2PPd, from the OMol25 dataset.

Each line ends with the natural charge from an NBO analysis.
CARTESIAN COORDINATES (ANGSTROEM)
Pd (-0.7411, -0.5481, 0.5568)  0.66
C (2.3638, 0.1795, 2.5366)  -0.62
C (2.7603, -0.6633, 1.3207)  -0.52
C (4.2269, -0.4585, 0.9470)  -0.62
P (1.5292, -0.3660, -0.0170)  0.97
C (2.1536, -1.2076, -1.5326)  -0.52
C (2.3451, -2.6980, -1.2533)  -0.61
C (1.1558, -0.9734, -2.6683)  -0.62
C (1.6312, 1.3988, -0.4453)  -0.43
C (2.7772, 2.0412, -0.8968)  -0.14
C (2.7803, 3.3899, -1.2324)  -0.05
C (4.0300, 4.0770, -1.7146)  -0.63
C (1.5790, 4.0935, -1.1077)  -0.18
C (0.4215, 3.4791, -0.6790)  -0.25
C (0.4225, 2.1106, -0.3466)  0.23
N (-0.7146, 1.4312, 0.0194)  -0.56
C (-1.9389, 2.1238, 0.1799)  0.15
C (-2.1732, 2.8581, 1.3464)  -0.01
C (-1.1364, 2.9017, 2.4356)  -0.65
C (-3.3913, 3.5100, 1.4833)  -0.21
C (-4.3723, 3.4481, 0.5022)  -0.01
C (-5.6924, 4.1516, 0.6829)  -0.63
C (-4.1148, 2.6948, -0.6368)  -0.21
C (-2.9137, 2.0216, -0.8145)  -0.03
C (-2.6578, 1.1971, -2.0478)  -0.63
H (2.9673, -0.0994, 3.4030)  0.22
H (1.3144, 0.0372, 2.7974)  0.25
H (2.5292, 1.2405, 2.3336)  0.21
H (2.6026, -1.7157, 1.5758)  0.23
H (4.4685, 0.6033, 0.8854)  0.21
H (4.4904, -0.9294, -0.0032)  0.20
H (4.8646, -0.8944, 1.7196)  0.22
H (3.1127, -0.7552, -1.8027)  0.22
H (1.4033, -3.1489, -0.9302)  0.21
H (3.0896, -2.8772, -0.4748)  0.21
H (2.6739, -3.2150, -2.1576)  0.22
H (0.1800, -1.3888, -2.4106)  0.22
H (1.5056, -1.4569, -3.5840)  0.21
H (1.0268, 0.0910, -2.8741)  0.22
H (3.6952, 1.4772, -1.0140)  0.20
H (4.8131, 3.3559, -1.9499)  0.21
H (4.4206, 4.7585, -0.9553)  0.22
H (3.8320, 4.6678, -2.6106)  0.22
H (1.5541, 5.1464, -1.3680)  0.21
H (-0.5067, 4.0333, -0.6060)  0.23
H (-0.7798, 1.8939, 2.6572)  0.24
H (-1.5549, 3.3247, 3.3486)  0.22
H (-0.2716, 3.5039, 2.1447)  0.21
H (-3.5838, 4.0711, 2.3928)  0.20
H (-5.5845, 5.0312, 1.3184)  0.21
H (-6.4267, 3.4928, 1.1528)  0.22
H (-6.1025, 4.4710, -0.2759)  0.21
H (-4.8710, 2.6249, -1.4129)  0.20
H (-3.5264, 1.2090, -2.7056)  0.21
H (-2.4413, 0.1616, -1.7838)  0.23
H (-1.7967, 1.5703, -2.6067)  0.22
I (-1.6513, -1.2766, 2.9191)  -0.66
N (-1.4271, -2.5805, -0.3916)  -0.41
C (-1.3735, -3.7084, -0.1923)  0.39
C (-1.2817, -5.0935, 0.1835)  -0.20
C (-1.4228, -6.0926, -0.7765)  -0.16
C (-1.3310, -7.4192, -0.3918)  -0.21
C (-1.1001, -7.7417, 0.9399)  -0.18
C (-0.9621, -6.7399, 1.8920)  -0.22
C (-1.0534, -5.4093, 1.5194)  -0.10
H (-1.6010, -5.8243, -1.8091)  0.23
H (-1.4422, -8.2026, -1.1298)  0.22
H (-1.0298, -8.7799, 1.2374)  0.22
H (-0.7883, -6.9954, 2.9290)  0.22
H (-0.9635, -4.6135, 2.2491)  0.25

- maximum force (eV Å⁻¹) = 0.8
- E (eV) = -54508.2835
- spin multiplicity = 3


The following is a quantum chemistry calculation of a structure of composition C29H36N4PdSSb in a non-equilibrium geometry, from the OMol25 dataset.

Each line ends with the Löwdin charge.
CARTESIAN COORDINATES (ANGSTROEM)
Pd (-0.8544, 0.3133, -0.4339)  0.38
N (-1.2977, 2.7230, 1.7154)  0.13
C (-1.2657, 2.1284, 2.9541)  -0.28
C (-1.3735, 2.8790, 4.1028)  -0.02
C (-1.3102, 2.2936, 5.3779)  -0.06
C (-1.1426, 0.9479, 5.5262)  -0.04
C (-1.0292, 0.1376, 4.3738)  -0.15
C (-0.8657, -1.2641, 4.4596)  0.01
C (-0.7655, -2.0116, 3.3241)  -0.03
C (-0.8223, -1.3559, 2.0830)  -0.15
N (-0.9691, -0.0562, 1.9540)  0.01
C (-1.0802, 0.7121, 3.0823)  -0.18
H (-1.3784, 2.1569, 0.8870)  0.03
H (-1.6224, 3.6710, 1.6460)  0.11
H (-1.5056, 3.9496, 4.0145)  0.12
H (-1.3981, 2.9283, 6.2489)  0.11
H (-1.0966, 0.4898, 6.5037)  0.12
H (-0.8242, -1.7261, 5.4375)  0.13
H (-0.6435, -3.0839, 3.3568)  0.11
H (-0.7311, -1.9251, 1.1620)  0.09
C (-0.4789, -1.7131, -1.8954)  0.02
C (0.7911, -2.3932, -1.9528)  -0.34
C (1.0123, -3.5967, -1.2713)  -0.05
C (2.2421, -4.2318, -1.3275)  -0.08
C (3.2799, -3.6851, -2.0699)  -0.07
C (3.0737, -2.4982, -2.7685)  -0.07
C (1.8477, -1.8638, -2.7114)  -0.07
H (-1.3443, -2.1849, -1.4460)  0.06
H (-0.6657, -0.9183, -2.6086)  0.01
H (0.2047, -4.0287, -0.6927)  0.12
H (2.3919, -5.1617, -0.7953)  0.11
H (4.2374, -4.1844, -2.1164)  0.11
H (3.8737, -2.0756, -3.3631)  0.11
H (1.6797, -0.9487, -3.2680)  0.11
N (-3.9475, -0.0243, 1.0934)  0.13
C (-3.9460, -0.0868, -0.2508)  -0.67
N (-2.9385, 0.2645, -1.0044)  -0.02
C (-3.2675, 0.1105, -2.3620)  -0.33
C (-2.4824, 0.5171, -3.4337)  -0.06
C (-2.9425, 0.3019, -4.7183)  -0.06
C (-4.1830, -0.2957, -4.9474)  -0.07
C (-4.9941, -0.6618, -3.8894)  -0.08
C (-4.5242, -0.4424, -2.6036)  -0.46
S (-5.3429, -0.7104, -1.0852)  1.12
H (-3.2095, 0.4784, 1.5581)  0.07
H (-4.8037, -0.1708, 1.5975)  0.11
H (-1.5367, 1.0130, -3.2524)  0.09
H (-2.3377, 0.6108, -5.5591)  0.11
H (-4.5230, -0.4566, -5.9603)  0.11
H (-5.9695, -1.0947, -4.0604)  0.11
C (4.2777, -0.8854, 0.6830)  -0.17
C (2.7777, -1.1460, 0.6073)  -0.40
Sb (1.6741, 0.5698, 0.0056)  1.47
C (2.8677, 1.3421, -1.5898)  -0.41
C (2.0903, 2.3025, -2.4837)  -0.19
C (2.1335, 1.9267, 1.5862)  -0.40
C (2.2289, 3.3722, 1.1077)  -0.18
H (4.8067, -1.7948, 0.9687)  0.08
H (4.5255, -0.1186, 1.4176)  0.06
H (4.6775, -0.5661, -0.2802)  0.06
H (2.3733, -1.4547, 1.5743)  0.06
H (2.5489, -1.9370, -0.1027)  0.01
H (3.2307, 0.4820, -2.1513)  0.03
H (3.7445, 1.8166, -1.1483)  0.06
H (1.1630, 1.8466, -2.8466)  0.04
H (2.6792, 2.5912, -3.3540)  0.08
H (1.8175, 3.2148, -1.9519)  0.06
H (3.0636, 1.5970, 2.0494)  0.05
H (1.3419, 1.8166, 2.3261)  0.03
H (3.0521, 3.5142, 0.4077)  0.06
H (2.3966, 4.0446, 1.9494)  0.08
H (1.3085, 3.6896, 0.6151)  0.05

- maximum force (eV Å⁻¹) = 2.2
- charge = +1
- E (eV) = -57465.0381


Which value of maximum force does entry 2 give? 2.2 eV Å⁻¹


The highest maximum force belongs to which entry? C29H36N4PdSSb


Look up the maximum force of the first one. 0.8 eV Å⁻¹